Record 1
{"formula": "C5H9ClN2O", "method": "wB97M-V/def2-TZVPD", "de_lowest_kcal_mol": 54.0, "smiles": "[H]/N=N/C(Cl)=C(/C)OCC", "homo_energy_ev": [-8.32, -8.32], "total_energy_ha": -840.73565, "symbols": ["H", "H", "H", "O", "N", "C", "N", "H", "C", "Cl", "C", "H", "H", "C", "H", "C", "H", "H"], "positions_angstrom": [[-0.192226, 2.208442, 0.922111], [0.269305, 2.333810, -0.762788], [3.673791, -0.930258, 0.282848], [0.387282, -0.259027, 0.041918], [-3.249833, -1.951144, -0.081663], [1.752867, 0.155755, 0.161641], [-2.141984, -1.360338, -0.145782], [2.213853, -1.437365, -1.009169], [-0.589815, 1.968301, -0.049322], [-3.416188, 1.007077, 0.175715], [-2.035311, -0.054948, -0.102222], [1.970852, 0.827890, -0.653387], [-3.201807, -2.982660, -0.143948], [2.577582, -1.136965, -0.028304], [-1.563789, 2.363711, -0.263114], [-0.720626, 0.490244, -0.141931], [1.868668, 0.681597, 1.021268], [2.397386, -1.924117, 0.776123]], "forces_ev_per_a": [[-0.246, 0.310, 0.647], [-1.868, -0.521, 0.956], [-1.425, -0.094, -1.791], [-1.902, -0.981, -0.492], [-0.430, 1.254, 0.098], [-0.571, -1.576, -2.523], [-0.648, -4.044, -0.236], [1.187, -0.683, -0.074], [2.405, -0.147, -1.884], [-0.042, -0.342, -0.248], [2.762, 2.344, 0.002], [0.276, 0.284, -0.418], [1.029, 0.586, -0.013], [0.584, 0.543, 2.802], [0.137, 0.839, -0.014], [-1.080, -0.007, 1.467], [0.512, 1.288, 2.905], [-0.678, 0.945, -1.183]]}

Record 2
{"formula": "C5H9ClN3", "method": "wB97M-V/def2-TZVPD", "de_lowest_kcal_mol": 100.1, "homo_energy_ev": -12.06, "total_charge": 1, "total_energy_ha": -819.98662, "symbols": ["C", "H", "C", "H", "H", "H", "H", "N", "H", "N", "C", "H", "N", "C", "Cl", "H", "C", "H"], "positions_angstrom": [[-0.498530, -0.942445, -1.897983], [2.767660, -0.450520, 0.744284], [-1.429532, 2.411929, 2.188589], [-2.448051, 2.766369, 2.229886], [-0.523972, 3.039435, 2.559283], [1.581146, 0.631610, 0.367949], [2.367291, -1.857567, -1.271999], [-1.058790, 1.247590, 1.806617], [-2.588582, -1.080462, -1.796965], [-1.684944, -1.272452, -1.457500], [-0.823197, 0.279588, 1.134377], [2.750632, 0.704420, -0.623414], [0.681600, -1.140515, -1.459905], [2.282102, 0.022923, -0.043921], [-0.969210, -1.276055, 1.823176], [-0.479381, -0.377003, -2.775173], [1.804923, -1.061431, -0.993985], [-1.731167, -1.645414, -0.533317]], "forces_ev_per_a": [[0.065, 0.984, -0.472], [1.720, -0.488, 1.086], [3.443, -0.017, 0.903], [-0.079, -0.191, -0.288], [-2.091, -0.789, -0.379], [-2.973, 1.057, 1.046], [2.638, -2.147, -0.490], [-1.854, 3.514, 1.366], [-0.492, 0.664, -1.367], [1.026, -1.248, 1.933], [0.335, -1.688, -2.067], [2.878, 1.872, -1.682], [-3.544, -0.468, -0.445], [-0.964, -3.128, -1.226], [0.160, -0.758, 0.629], [-0.196, 0.776, -1.636], [-0.154, 2.508, 2.409], [0.083, -0.452, 0.680]]}

Record 3
{"formula": "C5H9ClO", "method": "wB97M-V/def2-TZVPD", "de_lowest_kcal_mol": 104.2, "homo_energy_ev": [-7.98, -7.87], "total_energy_ha": -731.18987, "symbols": ["H", "H", "O", "C", "H", "H", "H", "C", "H", "Cl", "H", "C", "C", "H", "H", "C"], "positions_angstrom": [[-0.813682, -1.345547, 1.215355], [1.076056, -1.619182, 1.182818], [-0.338926, -2.422943, -0.370646], [-0.592951, 0.661058, -1.108369], [-1.195998, 0.100145, -1.874500], [2.534838, 0.432072, 0.325800], [-1.510713, 2.180693, 0.345768], [0.032338, -1.373120, 0.514348], [1.610221, 0.773873, 1.600768], [-2.876324, 0.231118, 0.355369], [0.382688, -2.747010, -0.790701], [0.401501, -0.082140, -0.168279], [-1.588303, 1.288696, -0.190262], [1.547454, 1.744185, 0.182496], [-0.167953, 1.428695, -1.723742], [1.499750, 0.749404, 0.503771]], "forces_ev_per_a": [[0.318, 0.460, -0.007], [-2.842, 0.190, -1.618], [-3.227, 1.621, 2.177], [-0.974, -0.538, -0.207], [0.919, -0.369, 0.991], [-0.117, -0.703, -0.781], [0.300, 1.119, 0.752], [2.658, -0.531, 1.061], [-1.112, -0.155, -0.035], [0.486, 0.651, -0.131], [3.477, -1.395, -2.057], [-0.593, 1.157, 0.459], [-0.303, -2.383, -0.412], [-0.449, 1.627, -0.576], [0.899, 0.519, -0.011], [0.560, -1.268, 0.396]]}

Record 4
{"formula": "C5H9ClO2", "method": "wB97M-V/def2-TZVPD", "de_lowest_kcal_mol": 20.0, "smiles": "CC[C@H](Cl)COC=O", "homo_energy_ev": -10.90, "total_energy_ha": -806.57193, "symbols": ["C", "O", "H", "H", "C", "H", "C", "H", "H", "Cl", "C", "H", "H", "O", "H", "C", "H"], "positions_angstrom": [[-1.045964, -1.171455, 0.279363], [-2.557985, 1.865279, 0.897696], [-2.878026, 0.360242, -0.399684], [2.136060, 1.383259, 1.121108], [0.819262, 0.559125, -0.419476], [0.900531, 0.920868, -1.445734], [0.284440, -0.883321, -0.467315], [2.946023, 1.090491, -0.406243], [-0.900010, -2.002393, 0.971012], [0.072967, -1.431242, -2.180634], [2.192981, 0.691741, 0.276757], [2.550617, -0.264804, 0.666871], [-1.818942, -1.472303, -0.434759], [-1.515566, -0.085005, 1.073999], [0.108679, 1.213245, 0.084274], [-2.337910, 0.790485, 0.463818], [1.042841, -1.564211, -0.081052]], "forces_ev_per_a": [[-0.115, -0.204, 0.036], [-0.015, 0.935, 0.309], [0.292, 0.015, -0.148], [0.006, -0.106, -0.061], [0.158, 0.037, -0.056], [-0.058, -0.039, 0.107], [-0.023, -0.010, 0.045], [-0.036, -0.147, 0.057], [-0.019, 0.116, -0.033], [0.010, 0.001, 0.024], [-0.098, 0.156, 0.085], [0.009, 0.093, -0.083], [0.088, 0.102, 0.036], [0.433, -0.002, -0.149], [0.014, -0.101, -0.058], [-0.572, -0.943, -0.076], [-0.073, 0.098, -0.035]]}

Record 5
{"formula": "C5H9ClO2", "method": "wB97M-V/def2-TZVPD", "de_lowest_kcal_mol": 54.0, "smiles": "COC[C@@H]1[C@@H](O)[C@H]1Cl", "homo_energy_ev": -9.91, "total_energy_ha": -806.51780, "symbols": ["H", "C", "H", "H", "O", "Cl", "H", "H", "H", "H", "O", "C", "H", "C", "C", "H", "C"], "positions_angstrom": [[1.149449, -1.870746, -0.260433], [-0.960405, -0.562391, 0.795593], [0.047104, -2.985973, -1.157622], [-0.266233, 0.325943, -1.494344], [0.467268, 2.969023, 0.384103], [2.079039, 1.135802, -1.407383], [1.152637, 3.261877, -0.271771], [0.144646, -3.143294, 0.590589], [-1.312867, 2.184035, -0.292674], [-1.978158, -0.126544, 0.820458], [-0.955251, -1.529067, -0.230312], [0.151016, -2.410581, -0.242863], [-0.878939, -1.041260, 1.791838], [0.092099, 0.522850, 0.582643], [-0.268149, 1.856735, -0.051951], [0.898010, 0.582111, 1.286994], [0.438735, 0.831482, -0.842864]], "forces_ev_per_a": [[-1.075, -0.484, 0.063], [-0.419, 0.045, 0.529], [0.132, -0.001, -0.130], [0.797, -0.152, -0.580], [0.737, 0.408, -0.291], [-0.444, -0.237, 0.038], [-1.023, -0.730, 0.648], [-0.081, 0.549, -0.106], [0.874, -0.891, 0.161], [0.465, -0.122, -0.369], [-0.161, -0.239, 0.088], [0.809, 0.216, 0.127], [0.401, 0.141, -0.362], [-0.377, 0.063, -0.142], [-0.073, 1.493, 0.308], [0.241, 0.167, 0.274], [-0.804, -0.227, -0.257]]}

Record 6
{"formula": "C5H9CoO5", "method": "wB97M-V/def2-TZVPD", "multiplicity": 5, "homo_energy_ev": [-7.37, -7.35], "total_energy_ha": -1954.69866, "symbols": ["C", "H", "O", "C", "O", "H", "H", "Co", "O", "H", "O", "O", "H", "C", "C", "H", "H", "C", "H", "H"], "positions_angstrom": [[3.330503, -12.410572, 3.642497], [1.643985, -12.285686, 2.301445], [1.502155, -6.988981, 2.127986], [0.310288, -8.647542, 3.752432], [-0.452007, -5.978034, 1.651534], [2.882355, -11.028283, 2.048977], [4.046403, -11.752190, 4.155145], [1.625771, -10.817919, 5.574465], [1.596503, -10.701570, 3.628170], [3.905341, -13.068272, 2.978219], [-0.375876, -10.503137, 2.444537], [-0.429631, -7.688264, 3.046397], [1.367028, -9.458810, 2.015182], [0.277822, -6.793376, 2.230330], [0.736970, -9.795822, 2.849222], [-0.373574, -9.031666, 4.526827], [1.206487, -8.203290, 4.208291], [2.352905, -11.618402, 2.810912], [2.822805, -13.062657, 4.370027], [-0.169196, -11.093920, 1.712104]], "forces_ev_per_a": [[0.081, -0.087, 0.159], [0.153, 0.132, 0.149], [0.357, -0.540, 0.594], [-0.072, 0.511, -0.327], [0.314, -0.711, 0.888], [-0.172, -0.071, 0.243], [-0.157, -0.166, -0.091], [-0.152, 0.257, -0.222], [0.533, -0.253, 0.587], [-0.113, 0.150, 0.177], [0.038, -0.154, 0.239], [-0.635, -1.261, 1.291], [-0.215, 0.188, 0.251], [0.217, 1.617, -2.248], [-0.471, 0.315, -0.726], [0.078, -0.144, -0.025], [0.039, -0.046, -0.092], [0.121, -0.153, -0.586], [0.116, 0.162, -0.109], [-0.062, 0.253, -0.151]]}